ORCA calculation (ωB97M-V/def2-TZVPD) on a structure of composition C26H19BrN6O3RhS.

The geometry in ORCA input format:
```
! wB97M-V def2-TZVPD RIJCOSX def2/J DEFGRID3
* xyz 1 1
Rh -0.23090 -0.29939 -0.49786
Br 5.06188 4.03807 2.32498
C 3.83626 3.03163 1.30211
C 3.73100 3.26115 -0.08199
C 2.84530 2.54708 -0.83854
C 1.99424 1.56743 -0.26923
O 1.17035 0.97643 -1.08434
C 2.11895 1.32855 1.12987
C 1.37343 0.36900 1.86763
N 0.42818 -0.38449 1.40681
C -0.26907 -1.34105 2.18967
C 0.00878 -1.69257 3.48563
C -0.78089 -2.65061 4.15215
C -1.83513 -3.25523 3.52857
C -2.13993 -2.92979 2.18778
C -3.20639 -3.51520 1.46362
C -3.43310 -3.14858 0.16978
C -2.59164 -2.19649 -0.43334
N -1.59339 -1.63927 0.21785
C -1.34819 -1.97838 1.52415
C 3.05737 2.08225 1.88531
H 4.36122 4.00799 -0.54682
H 2.76144 2.71321 -1.90424
H 1.63654 0.28190 2.91953
H 0.83690 -1.24769 4.01958
H -0.53864 -2.90403 5.17491
H -2.44027 -3.98854 4.04492
H -3.83482 -4.24966 1.95158
H -4.24214 -3.57044 -0.40821
H -2.74729 -1.87536 -1.45731
H 3.14326 1.89253 2.94811
N -0.22644 4.05762 1.12446
C -0.75692 3.32731 0.08745
C -1.55019 2.19071 0.35784
C -2.05041 1.42366 -0.68446
C -1.69470 1.73256 -2.01066
C -0.92394 2.83920 -2.28000
C -0.49811 3.65780 -1.23955
S -1.86488 0.43865 -3.19584
O -3.15405 -0.17134 -3.03323
O -1.40751 0.84929 -4.48073
N -0.77420 -0.52228 -2.42967
C 0.14297 -1.46150 -2.70508
N 0.44473 -2.06039 -3.84205
C 1.42914 -2.94910 -3.76712
C 2.12305 -3.25978 -2.59643
C 1.75199 -2.59607 -1.44590
N 0.75692 -1.72103 -1.50790
H -0.68965 4.01038 2.01630
H 0.14729 4.96618 0.90562
H -1.84102 1.96956 1.37871
H -2.78658 0.65238 -0.49334
H -0.62793 3.04789 -3.29985
H 0.09159 4.53887 -1.46115
H 1.68149 -3.44896 -4.69526
H 2.91773 -3.98886 -2.58883
H 2.22634 -2.75320 -0.48593
*
```

The total energy comes out at -126234.777 eV. Its molecular weight is 678.4 g/mol. The LUMO energy comes out at -3.93 eV. The HOMO-LUMO gap is 6.79 eV.

=====

ORCA calculation (ωB97M-V/def2-TZVPD) on a structure of composition C15H15BrFeN4O4S4Sb.

The geometry in ORCA input format:
```
! wB97M-V def2-TZVPD RIJCOSX def2/J DEFGRID3
* xyz -2 2
Fe -0.29689 0.32312 0.02798
N 3.27135 -1.52721 1.42491
C 2.03624 -1.02545 1.15926
O 1.85709 -0.31486 0.18323
C 0.92277 -1.40820 2.10453
C -0.37454 -0.65628 1.80026
H 4.01898 -1.32348 0.78541
H 3.42833 -2.13889 2.20255
H 1.28816 -1.23591 3.12457
H 0.80116 -2.49426 2.01241
H -0.53545 0.12481 2.54694
H -1.22621 -1.33667 1.87246
S -4.03683 1.04027 -4.64998
Sb -2.15207 -0.03752 -3.93628
S -2.49070 0.43380 -0.14339
S -1.55721 1.45586 -1.66205
S -0.28922 0.80610 -5.09067
N 2.15009 -1.36854 -4.68392
C 1.94591 -2.51846 -4.02478
O 2.54344 -3.56804 -4.25908
C 0.93127 -2.46749 -2.91843
C 0.29507 -3.64550 -2.55813
C -0.64394 -3.62008 -1.54391
C -0.87448 -2.42719 -0.88382
N -0.23205 -1.30152 -1.19187
C 0.62672 -1.30897 -2.21553
H 2.75308 -1.44100 -5.48789
H 1.41341 -0.63059 -4.73153
H 0.54685 -4.55200 -3.09293
H -1.19330 -4.50655 -1.25710
H -1.59967 -2.34503 -0.08610
H 1.08517 -0.35768 -2.45628
Br -4.43688 2.56638 3.31090
C -2.68077 3.29247 3.29875
C -2.38078 4.33049 4.16067
N -1.17156 4.88527 4.21085
C -0.23972 4.39346 3.39632
C -0.45378 3.34892 2.49974
C -1.71884 2.78710 2.44157
C 0.71445 2.86490 1.64875
O 1.79523 3.42874 1.82543
O 0.50613 1.91978 0.82807
H -3.13864 4.72658 4.82758
H 0.74670 4.83653 3.43992
H -1.95405 1.99274 1.74056
*
```

The total energy comes out at -184262.155 eV. Its molecular weight is 701.1 g/mol. The LUMO energy (alpha / beta) comes out at 4.08 / 4.08 eV. The HOMO-LUMO gap (alpha / beta) is 5.19 / 5.19 eV. As for the energy relative to the best compared isomer or geometry (same formula, charge and spin): 32.0 kcal per mole.

=====

ORCA calculation (ωB97M-V/def2-TZVPD) on a cluster of 8 separate species, C32H76FNO24S7 in total.

The geometry in ORCA input format:
```
! wB97M-V def2-TZVPD RIJCOSX def2/J DEFGRID3
* xyz 0 1
C -0.69467 0.40583 0.44335
C -0.67693 1.72234 -0.50187
C 0.01966 2.94409 0.30455
O 0.49224 2.63619 1.43405
O 0.03773 4.25980 -0.23301
C 1.36013 4.65749 -0.67459
C 2.40086 4.93089 0.54951
C 1.51625 5.58935 1.73107
O 1.74091 5.43883 2.95083
C 1.17056 6.10871 -1.39043
C 0.29076 6.05114 -2.72471
C 0.28606 7.54339 -3.36911
F 0.87474 7.42944 -4.70870
C 2.06769 3.64786 -1.69652
N 3.49335 4.13486 -1.91774
C 4.39994 3.05411 -1.41472
H -1.22730 0.65084 1.43617
H 0.37456 0.09341 0.73144
H -1.26154 -0.46721 -0.02358
H -1.77871 2.03097 -0.63273
H -0.16384 1.51455 -1.51034
H 3.24991 5.61314 0.22012
H 2.73760 3.91628 0.94512
H 0.60287 6.19190 1.40067
H 2.24493 6.49354 -1.56127
H 0.69990 6.84335 -0.64107
H 0.68734 5.35541 -3.53318
H -0.77922 5.69241 -2.48342
H -0.76284 7.96514 -3.50700
H 0.96422 8.26573 -2.78144
H 1.57756 3.59828 -2.73136
H 2.16645 2.57426 -1.32301
H 3.68534 4.22153 -2.92608
H 4.41067 2.19338 -2.17533
H 4.12831 2.68349 -0.35868
H 5.48020 3.45593 -1.32364
O -0.12014 0.43811 -3.49637
S 0.22095 0.16951 -4.87050
O 0.63533 1.21654 -5.76722
O -0.98140 -0.66339 -5.55737
C -2.29851 -0.10192 -5.53686
C -2.43364 1.05169 -6.51372
C 1.44520 -1.10849 -4.91773
H -2.56795 0.20449 -4.52160
H -2.98687 -0.89770 -5.82604
H -1.80487 1.89502 -6.22023
H -3.46615 1.40470 -6.55615
H -2.11857 0.74737 -7.51463
H 1.13263 -1.92772 -4.27082
H 2.38174 -0.68283 -4.55780
H 1.56385 -1.44655 -5.94640
O 5.96501 -0.95552 -2.91198
S 5.68291 -1.25041 -4.29108
O 4.49461 -1.96185 -4.68798
O 6.97008 -1.97332 -4.94858
C 7.46278 -3.16962 -4.33884
C 6.55707 -4.35582 -4.61326
C 5.76097 0.25158 -5.22563
H 7.60583 -3.02024 -3.26459
H 8.44640 -3.36422 -4.77103
H 5.58120 -4.22594 -4.14094
H 6.99584 -5.27703 -4.22409
H 6.38402 -4.46791 -5.68624
H 6.67332 0.78681 -4.96399
H 4.88630 0.84908 -4.96511
H 5.74040 0.00854 -6.28753
O -3.38088 -2.88900 -4.13704
S -2.27498 -3.48498 -3.43351
O -1.36823 -4.39871 -4.07961
O -2.82356 -4.16555 -2.07403
C -3.85864 -5.14830 -2.17511
C -3.33160 -6.46444 -2.71712
C -1.31687 -2.20214 -2.67985
H -4.68629 -4.77190 -2.78385
H -4.24649 -5.30851 -1.16752
H -2.99210 -6.35984 -3.74986
H -4.10940 -7.23101 -2.69789
H -2.47658 -6.80783 -2.12969
H -1.98420 -1.51901 -2.15522
H -0.78837 -1.67461 -3.47519
H -0.60008 -2.65285 -1.99354
O -5.32244 -5.43342 0.72723
S -6.12581 -5.31389 1.91580
O -6.65339 -4.04801 2.35062
O -5.34439 -6.00737 3.14910
C -4.02594 -5.54738 3.46431
C -4.04923 -4.18956 4.13995
C -7.46801 -6.46443 1.81856
H -3.40138 -5.53247 2.56625
H -3.58946 -6.27841 4.14830
H -4.42100 -3.41715 3.46347
H -3.04705 -3.89814 4.45987
H -4.71173 -4.20331 5.00912
H -7.08084 -7.43969 1.52455
H -8.16632 -6.09463 1.06699
H -7.96068 -6.51502 2.78891
O -0.05039 8.13539 -9.67822
S -0.79682 7.92596 -8.46567
O -1.39804 6.65504 -8.15493
O -1.92226 9.08213 -8.33607
C -2.85729 9.24163 -9.40477
C -3.88862 8.12850 -9.42152
C 0.19782 8.41611 -7.08593
H -2.33427 9.31185 -10.36315
H -3.36429 10.19531 -9.24352
H -3.42640 7.16462 -9.64398
H -4.65018 8.31655 -10.18158
H -4.37223 8.03711 -8.44601
H 0.63206 9.39472 -7.28998
H 0.98534 7.67350 -6.96530
H -0.42423 8.44276 -6.19468
O -1.85733 -5.24612 6.54484
S -2.65348 -5.12259 7.73781
O -3.17502 -3.85538 8.17663
O -1.87075 -5.82146 8.96678
C -0.54877 -5.36814 9.27711
C -0.56164 -4.01096 9.95462
C -4.00225 -6.26627 7.64482
H 0.07185 -5.35527 8.37617
H -0.11330 -6.10247 9.95807
H -0.93248 -3.23613 9.28022
H 0.44326 -3.72462 10.27008
H -1.22027 -4.02199 10.82664
H -3.62133 -7.24317 7.34787
H -4.70210 -5.89188 6.89662
H -4.49103 -6.31573 8.61721
O 2.07810 -2.84321 11.24704
S 2.81757 -2.43367 12.41227
O 2.15930 -1.96122 13.60136
O 3.93953 -1.35711 11.97074
C 3.51496 -0.17554 11.28538
C 2.83023 0.80302 12.22137
C 3.92080 -3.73768 12.87811
H 2.86928 -0.43441 10.44106
H 4.41165 0.29221 10.87387
H 1.89326 0.39395 12.60475
H 2.59959 1.73711 11.70477
H 3.46507 1.01902 13.08402
H 4.45532 -4.08500 11.99432
H 3.31937 -4.54574 13.29593
H 4.61237 -3.36276 13.63182
*
```

The total energy comes out at -163604.283 eV. Its molecular weight is 1102.4 g/mol. The LUMO energy comes out at 0.35 eV. The HOMO-LUMO gap is 9.65 eV. As for the energy relative to the best compared isomer or geometry (same formula, charge and spin): 86.8 kcal per mole.

=====

Q: The highest molecular weight belongs to which entry?
A: C32H76FNO24S7

=====

Q: Which value of molecular weight does entry 2 give?
A: 701.1 g/mol

=====

Q: Among the records above, which one has the highest molecular weight?
A: C32H76FNO24S7